91
Properties=species:S:1:pos:R:3:mulliken_charge:R:1 method="wB97M-V/def2-TZVPD" charge=+2 orbital_gap_ev=7.01 de_lowest_kcal_mol=284.5 energy_ha=-1799.58418
C 14.14 -6.72 15.34 -1.653
C 14.05 -8.18 14.86 -0.281
N 14.15 -8.41 13.33 0.275
C 13.14 -7.47 12.68 -1.138
C 15.67 -8.35 12.92 0.069
C 15.82 -8.53 11.35 -1.111
C 13.51 -9.83 13.09 -1.001
C 14.38 -11.10 13.51 -0.581
O 14.79 -11.15 14.88 -0.298
C 13.86 -11.70 15.82 -0.887
H 13.16 -6.23 15.39 0.443
H 14.76 -5.96 14.88 0.379
H 14.46 -6.76 16.37 0.390
H 13.16 -8.65 15.29 0.537
H 14.79 -8.85 15.30 0.378
H 12.19 -7.63 13.18 0.397
H 13.09 -7.78 11.64 0.447
H 13.44 -6.48 13.02 0.415
H 16.24 -8.95 13.63 1.245
H 15.82 -7.31 13.18 0.734
H 15.23 -7.76 10.85 0.574
H 15.41 -9.39 10.81 -0.044
H 16.87 -8.34 11.13 0.540
H 13.57 -10.08 12.03 0.272
H 12.44 -9.95 13.24 0.551
H 15.26 -11.17 12.87 -0.915
H 13.77 -11.98 13.31 1.061
H 14.07 -11.49 16.87 0.279
H 14.03 -12.78 15.72 0.347
H 12.82 -11.49 15.56 0.357
C 16.66 -10.45 9.47 -1.599
C 16.67 -10.82 10.98 0.263
N 17.72 -11.83 11.41 0.304
C 19.22 -11.35 11.22 -0.928
C 17.44 -12.05 12.91 -0.037
C 17.55 -10.72 13.79 -2.011
C 17.45 -13.23 10.69 -1.247
C 15.99 -13.76 10.70 0.515
O 15.51 -14.26 11.89 -0.386
C 14.18 -14.21 12.20 -0.031
H 17.64 -10.16 9.10 0.388
H 15.90 -9.73 9.16 0.457
H 16.41 -11.35 8.90 0.353
H 15.68 -11.05 11.37 -0.904
H 16.96 -9.90 11.49 0.579
H 19.34 -10.35 11.63 0.321
H 19.44 -11.47 10.16 0.419
H 19.83 -12.08 11.76 0.374
H 18.17 -12.80 13.21 0.550
H 16.42 -12.45 12.93 0.334
H 17.33 -10.87 14.85 0.501
H 16.77 -9.97 13.68 -0.556
H 18.50 -10.21 13.64 0.344
H 18.10 -13.98 11.15 0.415
H 17.75 -12.98 9.68 0.573
H 16.05 -14.53 9.94 0.564
H 15.28 -13.04 10.30 -0.481
H 13.95 -14.86 13.04 0.360
H 13.64 -14.49 11.29 0.041
H 13.95 -13.17 12.43 -0.039
C 11.10 -18.68 8.15 -1.211
C 10.31 -17.98 9.35 -0.489
N 10.45 -16.39 9.53 0.297
C 9.75 -15.88 8.26 -1.194
C 9.61 -16.01 10.84 -0.339
C 8.10 -16.18 10.77 -1.245
C 11.96 -15.95 9.59 -0.876
C 12.26 -14.39 9.95 -0.795
O 11.48 -13.30 9.44 -0.415
C 11.84 -11.99 9.85 -0.487
H 10.70 -19.67 7.91 0.381
H 12.13 -18.92 8.43 0.352
H 11.12 -18.14 7.21 0.292
H 10.55 -18.49 10.28 0.486
H 9.25 -18.23 9.27 0.488
H 10.40 -16.00 7.39 0.452
H 9.57 -14.81 8.32 0.285
H 8.87 -16.52 8.11 0.534
H 9.87 -14.98 11.09 0.264
H 10.05 -16.46 11.73 0.474
H 7.49 -15.72 11.54 0.393
H 7.97 -17.27 10.75 0.359
H 7.63 -15.86 9.84 0.300
H 12.29 -16.30 8.61 0.525
H 12.30 -16.62 10.38 0.396
H 13.27 -14.23 9.58 0.834
H 12.28 -14.25 11.03 0.513
H 11.57 -11.32 9.03 0.269
H 12.93 -12.04 9.88 -0.229
H 11.46 -11.57 10.78 0.245
Cl 13.83 -11.31 10.62 -0.079